# 1
Below is a structure of composition C29H33Br15F2O9 in a non-equilibrium geometry, with properties calculated with ωB97M-V with the def2-TZVPD basis set.

The geometry in XYZ format:
```
88
C29H33Br15F2O9 ωB97M-V with the def2-TZVPD basis set
C 6.638 4.478 9.269
C 5.507 4.196 8.334
C 5.756 3.291 7.120
O 4.744 2.375 7.107
C 3.956 2.517 8.158
O 3.102 1.674 8.460
O 4.402 3.609 8.952
H 7.537 4.713 8.700
H 6.894 3.586 9.841
H 6.481 5.231 10.042
H 5.149 5.178 8.028
H 6.693 2.733 7.132
H 5.687 3.933 6.242
C 6.095 -1.232 -7.835
C 6.664 -0.100 -6.935
C 6.469 1.370 -7.385
O 5.785 1.999 -6.340
C 5.517 1.058 -5.367
O 4.916 1.354 -4.318
O 5.840 -0.179 -5.766
H 6.788 -1.399 -8.660
H 5.203 -0.807 -8.295
H 5.768 -2.131 -7.314
H 7.705 -0.382 -6.776
H 6.055 1.311 -8.391
H 7.487 1.754 -7.440
C -1.439 7.105 0.070
C -0.745 6.255 1.225
C 0.753 6.334 1.010
O 1.197 6.766 2.326
C 0.177 6.964 3.210
O 0.321 7.327 4.382
O -0.966 6.819 2.512
H -2.477 7.413 0.194
H -1.292 6.540 -0.850
H -0.927 8.052 -0.101
H -1.189 5.261 1.260
H 1.066 7.095 0.295
H 1.219 5.369 0.806
F -1.713 -10.772 -7.041
C -2.741 -10.183 -6.434
C -2.594 -8.965 -5.782
C -3.663 -8.398 -5.125
C -4.933 -9.094 -5.114
C -5.067 -10.317 -5.750
C -3.976 -10.814 -6.451
H -1.654 -8.448 -5.661
H -3.579 -7.446 -4.622
H -5.807 -8.600 -4.715
H -6.037 -10.790 -5.712
H -4.025 -11.761 -6.966
F -0.900 -2.204 0.034
C -0.638 -1.287 0.978
C -1.659 -1.047 1.931
C -1.534 -0.106 2.905
C -0.328 0.588 2.917
C 0.742 0.298 2.072
C 0.563 -0.621 1.017
H -2.608 -1.529 1.746
H -2.341 0.168 3.568
H -0.189 1.355 3.665
H 1.655 0.872 2.116
H 1.353 -0.912 0.342
C 3.667 -6.147 0.078
Br 2.330 -7.550 -0.422
Br 4.591 -5.344 -1.528
Br 4.971 -7.046 1.225
H 3.151 -5.339 0.598
C -5.239 3.235 9.807
Br -6.425 4.717 8.989
Br -3.535 3.244 8.832
Br -5.948 1.440 9.569
H -5.050 3.426 10.864
C -7.659 3.128 2.065
Br -7.688 1.643 3.489
Br -6.255 2.899 0.714
Br -7.631 4.989 2.893
H -8.536 2.978 1.435
C -2.029 -1.573 -5.874
Br -1.581 0.107 -4.979
Br -0.401 -2.509 -6.487
Br -3.256 -1.109 -7.312
H -2.565 -2.187 -5.150
C -8.214 -1.994 -3.200
Br -8.372 -3.113 -4.834
Br -7.923 -3.057 -1.584
Br -9.870 -0.978 -2.730
H -7.397 -1.277 -3.280
```

## Properties
M   1762.130 g/mol
HOMO energy   -0.33651 Eh
Lowest unoccupied orbital energy   -0.8 eV

***

# 2
Below is a structure of composition C29H33BrCrF4OPS4 in a non-equilibrium geometry, with properties calculated with ωB97M-V with the def2-TZVPD basis set.

The geometry in XYZ format:
```
74
C29H33BrCrF4OPS4 ωB97M-V with the def2-TZVPD basis set
Cr -0.505 0.830 -0.809
C -2.823 0.839 2.613
C -3.799 0.824 1.410
S -3.850 2.399 0.533
C -4.153 1.793 -1.152
C -3.377 2.590 -2.223
S -1.572 2.664 -2.138
C -1.160 4.225 -1.311
C 0.324 4.222 -0.997
S 1.028 2.829 0.006
C 0.669 3.113 1.713
C -0.775 2.906 2.135
S -1.147 1.124 2.012
H -2.791 -0.105 3.164
H -3.145 1.503 3.416
H -4.775 0.488 1.692
H -3.397 0.082 0.662
H -5.222 1.831 -1.299
H -3.806 0.768 -1.225
H -3.768 3.606 -2.284
H -3.590 2.106 -3.224
H -1.780 4.291 -0.397
H -1.417 5.019 -1.985
H 0.549 5.129 -0.518
H 0.887 4.230 -1.973
H 0.959 4.145 1.895
H 1.331 2.516 2.274
H -1.540 3.408 1.528
H -0.911 3.294 3.148
F 4.950 -3.372 -3.662
C 4.094 -2.840 -2.810
C 3.947 -3.343 -1.541
F 4.702 -4.328 -1.109
C 3.026 -2.780 -0.654
F 2.942 -3.324 0.559
C 2.286 -1.697 -0.964
P 1.263 -0.803 0.277
C 2.572 0.061 1.199
C 2.627 0.171 2.577
C 3.605 0.974 3.235
C 4.525 1.673 2.502
C 4.535 1.489 1.110
C 3.579 0.745 0.460
C 0.449 -2.046 1.363
C -0.890 -2.338 1.006
C -1.511 -3.464 1.624
C -0.790 -4.217 2.510
C 0.478 -3.859 2.914
C 1.077 -2.767 2.333
C 2.469 -1.174 -2.253
Br 1.616 0.363 -2.969
C 3.363 -1.742 -3.150
F 3.524 -1.123 -4.348
H 2.029 -0.424 3.234
H 3.586 0.975 4.333
H 5.340 2.243 2.998
H 5.293 1.984 0.550
H 3.589 0.650 -0.631
H -1.341 -1.816 0.183
H -2.496 -3.734 1.249
H -1.224 -5.152 2.910
H 0.990 -4.428 3.667
H 2.117 -2.589 2.659
C -3.256 -1.607 -2.712
C -1.854 -1.294 -2.579
C -1.029 -2.545 -2.456
O -1.606 -0.464 -1.445
H -3.444 -2.235 -3.600
H -3.896 -0.748 -2.826
H -3.582 -2.217 -1.844
H -1.548 -0.769 -3.500
H -1.567 -3.214 -1.770
H -0.122 -2.393 -1.923
H -0.862 -3.152 -3.374
```

## Properties
2S+1   5
Total charge   +1
<S²>   6.017
M   764.716 g/mol
HOMO energy (spin up / spin down)   -0.38675 / -0.41904 Eh
Lowest unoccupied orbital energy (spin up / spin down)   -2.1 / -2.2 eV

***

# 3
Below is a structure of composition C29H33BrN4O2RuSSiTe, with properties calculated with ωB97M-V with the def2-TZVPD basis set.

The geometry in XYZ format:
```
73
C29H33BrN4O2RuSSiTe ωB97M-V with the def2-TZVPD basis set
Ru 0.260 0.587 0.697
C 0.976 0.783 5.035
C 0.535 0.935 3.615
N 0.872 0.146 2.660
N 1.867 -0.788 2.884
C 2.744 -0.700 1.922
N 3.900 -1.438 2.036
S 2.599 0.370 0.558
C -0.137 2.154 3.152
C -0.661 3.118 4.000
C -1.100 4.316 3.461
C -1.011 4.514 2.096
C -0.520 3.493 1.301
N -0.072 2.349 1.817
H 1.473 -0.173 5.164
H 0.114 0.838 5.705
H 1.665 1.584 5.313
H 3.813 -2.189 2.706
H 4.249 -1.759 1.143
H -0.712 2.930 5.064
H -1.510 5.084 4.104
H -1.351 5.429 1.633
H -0.475 3.570 0.224
Br -4.817 2.713 -1.645
C -4.952 0.949 -0.946
C -6.025 0.199 -1.412
C -6.193 -1.108 -0.989
C -5.273 -1.672 -0.117
C -4.198 -0.921 0.323
C -4.020 0.408 -0.066
C -2.821 1.161 0.502
O -2.887 2.375 0.646
O -1.866 0.378 0.834
H -6.719 0.648 -2.110
H -7.034 -1.685 -1.354
H -5.384 -2.699 0.208
H -3.450 -1.350 0.975
C -1.981 1.631 -4.536
Si -0.645 2.695 -3.766
C -1.302 4.438 -3.526
C 0.829 2.763 -4.929
C -0.166 1.996 -2.168
C 0.017 1.466 -1.080
H -2.297 2.023 -5.507
H -2.853 1.594 -3.880
H -1.622 0.610 -4.676
H -1.632 4.879 -4.471
H -0.532 5.083 -3.098
H -2.149 4.421 -2.836
H 0.551 3.177 -5.902
H 1.236 1.762 -5.085
H 1.624 3.382 -4.508
C 5.356 -5.123 -0.011
C 4.058 -4.358 -0.023
C 3.100 -4.552 0.959
C 1.894 -3.850 0.959
C 0.927 -4.079 2.090
C 1.629 -2.935 -0.067
Te -0.198 -1.840 -0.103
C 2.574 -2.753 -1.091
C 2.310 -1.831 -2.248
C 3.777 -3.452 -1.040
H 5.500 -5.639 0.938
H 6.209 -4.459 -0.169
H 5.378 -5.874 -0.805
H 3.296 -5.260 1.760
H 1.300 -4.854 2.762
H -0.054 -4.377 1.719
H 0.785 -3.157 2.658
H 2.110 -0.815 -1.904
H 1.423 -2.153 -2.798
H 3.161 -1.814 -2.930
H 4.509 -3.292 -1.826
```

## Properties
2S+1   2
Total charge   -1
<S²>   0.761
Energy above the lowest of the compared OMol25 structures with the same formula, charge and spin   0.030 eV
M   838.336 g/mol
HOMO energy (spin up / spin down)   -0.15621 / -0.15464 Eh
Lowest unoccupied orbital energy (spin up / spin down)   2.4 / 2.0 eV

***

# 4
Below is a cluster of 4 separate species, C29H33Cl2F24NO10 in total in a non-equilibrium geometry, with properties calculated with ωB97M-V with the def2-TZVPD basis set.

The geometry in XYZ format:
```
99
C29H33Cl2F24NO10 ωB97M-V with the def2-TZVPD basis set
C -3.845 3.976 -2.796
C -2.750 4.473 -1.730
O -3.051 4.135 -0.345
C -2.819 2.713 -0.244
C -2.712 2.195 1.304
C -4.108 1.674 1.893
O -4.657 0.494 1.254
C -3.672 -0.338 0.694
N -2.799 -1.135 0.427
O -5.066 2.759 1.596
C -6.347 2.242 1.208
O -7.229 1.791 1.975
C -6.678 2.325 -0.383
O -7.411 1.176 -0.875
C -7.097 1.149 -2.313
O -5.814 0.435 -2.403
C -6.230 -0.967 -2.617
C -4.977 -1.944 -2.380
O -5.148 -2.565 -1.080
C -4.130 1.585 3.524
Cl -5.384 2.562 4.469
C -3.268 0.775 4.302
C -3.385 0.710 5.920
Cl -1.974 -0.260 3.549
H -4.777 4.637 -2.873
H -4.195 2.895 -2.666
H -3.334 4.031 -3.838
H -2.653 5.616 -1.857
H -1.732 4.046 -2.089
H -1.823 2.368 -0.731
H -3.655 2.099 -0.729
H -2.458 3.156 1.904
H -1.823 1.497 1.459
H -7.398 3.234 -0.478
H -5.751 2.604 -0.999
H -7.010 2.204 -2.752
H -7.916 0.544 -2.832
H -6.628 -0.997 -3.704
H -7.102 -1.264 -1.924
H -4.984 -2.769 -3.173
H -3.970 -1.384 -2.485
H -5.625 -1.911 -0.506
H -3.595 1.727 6.391
H -2.494 0.151 6.388
H -4.309 0.051 6.129
F 1.738 0.901 2.179
C 1.301 0.903 3.453
F 0.899 2.174 3.717
C 2.383 0.472 4.443
F 3.422 1.342 4.441
F 1.846 0.535 5.699
C 2.926 -0.960 4.261
O 4.166 -1.095 3.553
C 4.097 -1.154 2.142
F 2.814 -1.283 1.758
F 4.708 -2.313 1.792
C 4.810 0.021 1.465
F 4.269 1.205 1.827
F 4.701 -0.062 0.116
H 0.421 0.257 3.523
H 3.156 -1.326 5.266
H 2.165 -1.651 3.886
H 5.871 0.039 1.727
F -2.683 1.261 -5.129
C -2.894 0.084 -5.747
F -3.650 -0.662 -4.900
C -1.593 -0.646 -6.078
F -0.917 -0.973 -4.951
F -1.922 -1.831 -6.674
C -0.637 0.089 -7.041
O 0.452 0.806 -6.447
C 0.193 2.127 -6.013
F -1.018 2.520 -6.454
F 1.093 2.909 -6.655
C 0.361 2.295 -4.500
F -0.482 1.491 -3.814
F 0.082 3.567 -4.121
H -3.487 0.264 -6.649
H -0.147 -0.690 -7.633
H -1.172 0.697 -7.777
H 1.382 2.056 -4.190
F 8.326 -4.637 0.891
C 7.912 -3.374 1.106
F 8.033 -2.725 -0.081
C 8.730 -2.666 2.185
F 10.026 -2.536 1.809
F 8.246 -1.391 2.303
C 8.676 -3.297 3.591
O 9.773 -4.142 3.962
C 9.702 -5.498 3.567
F 8.474 -5.766 3.084
F 9.818 -6.221 4.707
C 10.824 -5.891 2.601
F 10.781 -5.156 1.467
F 10.707 -7.189 2.228
H 6.850 -3.394 1.365
H 8.736 -2.464 4.299
H 7.711 -3.767 3.801
H 11.804 -5.747 3.060
```

## Properties
Structure (SMILES)   CCOCC[C@](OC#N)(OC(=O)COCOCCO)/C(Cl)=C(/C)Cl.FC(F)C(F)(F)COC(F)(F)C(F)F.FC(F)C(F)(F)COC(F)(F)C(F)F.FC(F)C(F)(F)COC(F)(F)C(F)F
M   1082.438 g/mol
HOMO energy   -0.35393 Eh
Lowest unoccupied orbital energy   0.3 eV